{
  "formula": "C32H57Cl2FI2N2O5P",
  "method": "ωB97M-V with the def2-TZVPD basis set",
  "symbols": ["C", "C", "I", "C", "I", "C", "N", "C", "Cl", "C", "C", "Cl", "C", "C", "C", "F", "C", "C", "C", "C", "C", "C", "C", "C", "C", "N", "P", "C", "O", "H", "H", "H", "H", "H", "H", "H", "H", "H", "H", "H", "H", "H", "H", "H", "H", "H", "H", "H", "H", "H", "H", "H", "H", "H", "C", "C", "C", "O", "H", "H", "H", "H", "H", "H", "H", "H", "C", "C", "C", "O", "H", "H", "H", "H", "H", "H", "H", "H", "C", "C", "C", "O", "H", "H", "H", "H", "H", "H", "H", "H", "C", "C", "C", "O", "H", "H", "H", "H", "H", "H", "H", "H"],
  "xyz": [[-0.57, -0.88, 7.32], [-0.11, -2.11, 6.48], [1.12, -3.68, 7.32], [-0.50, -2.21, 5.17], [0.13, -3.92, 3.98], [-1.33, -1.18, 4.43], [-2.69, -1.08, 4.22], [-3.55, -2.12, 4.80], [-5.16, -1.48, 5.37], [-3.68, -3.43, 3.89], [-3.60, -3.16, 2.35], [-5.09, -4.47, 4.37], [-2.96, 0.04, 3.42], [-4.36, 0.48, 2.92], [-4.34, 0.91, 1.39], [-5.13, 0.03, 0.61], [-1.71, 0.69, 3.14], [-1.34, 1.96, 2.34], [-2.38, 3.11, 2.42], [-2.67, 3.82, 1.16], [-3.58, 4.94, 1.06], [-4.26, 5.39, 2.27], [-3.98, 4.72, 3.54], [-3.06, 3.59, 3.62], [-2.78, 2.94, 5.01], [-0.74, -0.10, 3.81], [1.04, 0.03, 3.94], [1.67, -0.55, 2.26], [1.52, 1.64, 4.18], [-0.01, 0.02, 6.95], [-1.67, -0.74, 7.10], [-0.41, -1.08, 8.40], [-3.04, -2.46, 5.74], [-2.77, -4.05, 4.15], [-4.64, -3.04, 1.93], [-3.21, -4.11, 1.88], [-2.90, -2.35, 2.04], [-5.11, -0.37, 2.96], [-4.81, 1.28, 3.57], [-3.30, 0.90, 0.97], [-4.70, 1.97, 1.29], [-1.17, 1.70, 1.26], [-0.37, 2.36, 2.74], [-2.14, 3.49, 0.23], [-3.72, 5.42, 0.06], [-4.97, 6.24, 2.16], [-4.51, 5.14, 4.43], [-3.26, 3.61, 5.79], [-1.68, 2.89, 5.22], [-3.28, 1.94, 5.14], [2.78, -0.35, 2.29], [1.56, -1.66, 2.13], [1.15, -0.02, 1.42], [1.88, 1.91, 3.30], [-0.57, -0.84, -1.37], [0.90, -1.22, -1.50], [1.18, -1.91, -2.82], [1.26, -2.09, -0.42], [-1.21, -1.73, -1.40], [-0.76, -0.35, -0.41], [-0.88, -0.16, -2.17], [1.52, -0.32, -1.42], [0.60, -2.84, -2.91], [2.23, -2.19, -2.90], [0.92, -1.27, -3.67], [0.72, -2.88, -0.48], [5.71, -1.32, -5.74], [4.38, -1.76, -5.17], [3.22, -1.27, -6.02], [4.24, -1.26, -3.83], [5.78, -0.23, -5.77], [6.53, -1.67, -5.12], [5.85, -1.70, -6.75], [4.35, -2.85, -5.11], [3.20, -0.17, -6.05], [2.26, -1.58, -5.59], [3.28, -1.65, -7.04], [4.27, -0.30, -3.88], [4.97, -6.75, -6.17], [4.92, -5.39, -6.84], [5.04, -5.52, -8.35], [5.97, -4.57, -6.34], [5.92, -7.24, -6.37], [4.89, -6.64, -5.08], [4.16, -7.40, -6.51], [3.97, -4.89, -6.59], [6.00, -5.97, -8.63], [5.01, -4.53, -8.82], [4.23, -6.13, -8.77], [6.81, -4.99, -6.56], [0.12, 7.86, -0.83], [0.24, 6.43, -1.32], [-0.61, 6.20, -2.57], [-0.18, 5.53, -0.29], [-0.92, 8.10, -0.56], [0.72, 8.01, 0.07], [0.45, 8.57, -1.60], [1.28, 6.20, -1.54], [-1.67, 6.38, -2.36], [-0.53, 5.16, -2.90], [-0.30, 6.86, -3.38], [-1.11, 5.73, -0.09]],
  "lowdin_charge": [-0.10, -0.76, 0.83, -0.73, 0.87, -0.30, 0.01, -0.59, 0.66, -0.70, -0.11, 0.60, -0.12, -0.09, -0.15, -0.06, -0.12, -0.07, -0.17, -0.06, -0.07, -0.05, -0.03, -0.19, -0.04, -0.10, 0.98, -0.23, -0.29, 0.08, 0.09, 0.08, 0.12, 0.03, 0.09, 0.09, 0.08, 0.09, 0.12, 0.11, 0.12, 0.12, 0.12, 0.11, 0.11, 0.10, 0.11, 0.09, 0.09, 0.07, 0.07, 0.01, 0.04, 0.06, -0.06, -0.49, -0.06, -0.07, 0.08, 0.05, 0.09, 0.14, 0.09, 0.07, 0.08, 0.09, -0.06, -0.49, -0.06, -0.07, 0.08, 0.08, 0.08, 0.12, 0.08, 0.06, 0.08, 0.09, -0.06, -0.50, -0.06, -0.07, 0.08, 0.08, 0.08, 0.13, 0.08, 0.08, 0.08, 0.09, -0.06, -0.49, -0.06, -0.07, 0.08, 0.08, 0.08, 0.14, 0.08, 0.08, 0.08, 0.05],
  "mol_weight_da": 924.5,
  "charge": 1,
  "homo_ev": -11.5
}